Entry 1:
{
  "formula": "C38H25F10IN6OS2V",
  "method": "wB97M-V/def2-TZVPD",
  "species": ["V", "C", "N", "C", "C", "N", "C", "C", "F", "C", "F", "C", "F", "C", "F", "C", "F", "C", "C", "N", "C", "C", "F", "C", "F", "C", "F", "C", "F", "C", "F", "H", "H", "H", "H", "H", "H", "H", "H", "H", "H", "H", "S", "C", "C", "C", "C", "N", "C", "C", "C", "S", "C", "N", "H", "H", "I", "C", "C", "C", "C", "C", "N", "H", "H", "H", "H", "C", "C", "O", "C", "C", "C", "C", "C", "C", "H", "H", "H", "H", "H", "H", "H", "H"],
  "coordinates": [[0.36370, 0.18090, 0.04570], [-2.09980, -1.26290, 1.37100], [-0.78790, -0.73760, 1.72670], [-0.94750, 0.31940, 2.72440], [-1.39210, 1.60550, 2.04680], [-0.48370, 1.92960, 0.96970], [0.07020, 3.14220, 0.92090], [0.46390, 3.70620, -0.32520], [0.19810, 3.00550, -1.45660], [1.06720, 4.93760, -0.47890], [1.40190, 5.36060, -1.71300], [1.31160, 5.74540, 0.62480], [1.87970, 6.96010, 0.49020], [0.95020, 5.25420, 1.87380], [1.19670, 5.98490, 2.97440], [0.37010, 4.00960, 2.01310], [0.15910, 3.60290, 3.29330], [0.01690, -1.81990, 2.29200], [1.47440, -1.38990, 2.39930], [1.87200, -0.84900, 1.12350], [3.17880, -0.78380, 0.87100], [3.65010, -0.72890, -0.46890], [2.72660, -0.83560, -1.45430], [4.97640, -0.60680, -0.81810], [5.32940, -0.53110, -2.11420], [5.96080, -0.56190, 0.16510], [7.25980, -0.43280, -0.16850], [5.56460, -0.66620, 1.49050], [6.48940, -0.64650, 2.46730], [4.23010, -0.77600, 1.83190], [3.96410, -0.83040, 3.16460], [-2.66730, -1.55270, 2.26730], [-2.67120, -0.52900, 0.80860], [-1.98690, -2.14110, 0.73710], [-1.67630, 0.01690, 3.49490], [0.00950, 0.51390, 3.21300], [-2.39900, 1.45030, 1.62840], [-1.49750, 2.39730, 2.79210], [-0.36830, -2.13070, 3.27830], [-0.02880, -2.67440, 1.60920], [1.61370, -0.66930, 3.22030], [2.07480, -2.27860, 2.64300], [-3.25460, -1.32690, -1.70940], [-2.46230, -2.81030, -2.00270], [-3.22920, -3.84090, -2.56250], [-2.70340, -5.09050, -2.83260], [-3.52450, -6.10450, -3.36030], [-4.22320, -6.91270, -3.78250], [-1.33490, -5.33550, -2.55720], [-0.57130, -4.32550, -1.99680], [-1.09730, -3.06530, -1.69620], [0.04780, -2.00790, -0.92850], [-0.76210, -6.58490, -2.85250], [-0.28110, -7.60000, -3.09740], [-4.27180, -3.63950, -2.77380], [0.46950, -4.50890, -1.76960], [0.46550, -0.17910, -3.79710], [-1.04540, 1.06220, -3.00130], [-1.59940, 1.98900, -3.87270], [-2.59870, 2.81400, -3.39700], [-3.02340, 2.63620, -2.08870], [-2.40170, 1.67590, -1.31430], [-1.40370, 0.90960, -1.74320], [-1.23530, 2.06180, -4.88560], [-3.03290, 3.56980, -4.03460], [-3.81600, 3.23380, -1.67050], [-2.74590, 1.50030, -0.30900], [3.11990, 2.23560, -1.94280], [2.61370, 1.85980, -0.56810], [1.58330, 1.14720, -0.46380], [3.35280, 2.30460, 0.60230], [4.59690, 2.94580, 0.48640], [5.30880, 3.31040, 1.61030], [4.80980, 3.06600, 2.88070], [3.57480, 2.45110, 3.01620], [2.85930, 2.07900, 1.89920], [2.45060, 1.82930, -2.69760], [4.11960, 1.83970, -2.11490], [3.15740, 3.31930, -2.05280], [5.02020, 3.14780, -0.48310], [6.26720, 3.79420, 1.49310], [5.37650, 3.34990, 3.75400], [3.17090, 2.25330, 3.99840], [1.90200, 1.59300, 2.01420]],
  "gap_ev": [4.41, 4.00],
  "homo_energy_ha": [-0.1382, -0.1392],
  "total_charge": -1,
  "spin_multiplicity": 3
}



Entry 2:
{
  "formula": "C38H26ClIIrN2OP",
  "method": "wB97M-V/def2-TZVPD",
  "species": ["Ir", "Cl", "C", "C", "C", "C", "O", "C", "C", "N", "C", "C", "C", "C", "C", "C", "C", "C", "N", "C", "C", "H", "H", "H", "H", "H", "H", "H", "H", "H", "H", "I", "C", "C", "C", "C", "C", "C", "C", "C", "C", "P", "C", "C", "C", "C", "C", "C", "C", "C", "C", "C", "C", "C", "C", "H", "H", "H", "H", "H", "H", "H", "H", "H", "H", "H", "H", "H", "H", "H", "H"],
  "coordinates": [[-0.41754, 0.28412, -0.23329], [-0.55416, -6.55639, -2.62728], [-0.21823, -4.99296, -2.00317], [1.08412, -4.65557, -1.62706], [1.36114, -3.40480, -1.11897], [0.35867, -2.44731, -0.96835], [0.71933, -1.26241, -0.45264], [-0.95315, -2.77638, -1.36296], [-2.06325, -1.87817, -1.31083], [-2.04631, -0.65022, -0.90533], [-3.21931, 0.17130, -0.93031], [-4.48791, -0.22954, -1.25331], [-5.54755, 0.70066, -1.27134], [-5.33104, 2.01606, -0.97892], [-4.03113, 2.45601, -0.63517], [-3.72264, 3.79987, -0.34311], [-2.43281, 4.15263, -0.03700], [-1.45495, 3.16151, 0.00451], [-1.69957, 1.87945, -0.24349], [-2.98288, 1.51816, -0.59492], [-1.21957, -4.06150, -1.87552], [1.87280, -5.38684, -1.74624], [2.37055, -3.14093, -0.83445], [-3.00665, -2.27888, -1.66684], [-4.71379, -1.25709, -1.50181], [-6.53885, 0.35555, -1.52939], [-6.14145, 2.73233, -1.00566], [-4.50738, 4.54566, -0.37435], [-2.15943, 5.17699, 0.16983], [-0.43199, 3.42863, 0.23805], [-2.22649, -4.31771, -2.17991], [1.76135, 1.46082, 0.62258], [1.64772, 1.88910, 2.69049], [0.56563, 2.52614, 3.21306], [0.60809, 2.90695, 4.57232], [1.72193, 2.65487, 5.32103], [2.83972, 1.97635, 4.77291], [3.99006, 1.69249, 5.54968], [5.05331, 1.00640, 5.02879], [5.00465, 0.54290, 3.70404], [3.91276, 0.82816, 2.90845], [3.85048, -0.00247, 1.34232], [5.07649, 0.40370, 0.18187], [5.99510, 1.42940, 0.46722], [6.95678, 1.74768, -0.47133], [6.98681, 1.07547, -1.68954], [6.05539, 0.08077, -1.98843], [5.09607, -0.26181, -1.06036], [3.40469, -1.68523, 1.46900], [2.26145, -2.04425, 2.19928], [2.03111, -3.37430, 2.47363], [2.94254, -4.34163, 2.04726], [4.08263, -3.98651, 1.33785], [4.32166, -2.65726, 1.03343], [2.80868, 1.56006, 3.41954], [-0.31105, 2.74662, 2.61862], [-0.24403, 3.41242, 5.00474], [1.76226, 2.96567, 6.35718], [4.01193, 2.02661, 6.57965], [5.92472, 0.79688, 5.63314], [5.83119, -0.04776, 3.32387], [5.96193, 1.95692, 1.41152], [7.68323, 2.51979, -0.25903], [7.74122, 1.33409, -2.42125], [6.08457, -0.41873, -2.94690], [4.36065, -1.02360, -1.29205], [1.55887, -1.29127, 2.53905], [1.15050, -3.66754, 3.02848], [2.76228, -5.38269, 2.28215], [4.79146, -4.74246, 1.02828], [5.22221, -2.38109, 0.50218]],
  "gap_ev": [4.87, 4.96],
  "homo_energy_ha": [-0.5629, -0.5662],
  "total_charge": 3,
  "spin_multiplicity": 2
}



Entry 3:
{
  "formula": "C38H26N8O7P2PtSe2",
  "method": "wB97M-V/def2-TZVPD",
  "species": ["Pt", "Se", "P", "C", "C", "C", "C", "C", "C", "C", "C", "C", "C", "C", "C", "C", "C", "N", "N", "N", "P", "Se", "C", "C", "C", "C", "C", "C", "C", "C", "C", "C", "C", "C", "H", "H", "H", "H", "H", "H", "H", "H", "H", "H", "H", "H", "H", "H", "H", "H", "H", "H", "H", "H", "N", "C", "C", "C", "C", "N", "C", "C", "H", "H", "H", "H", "O", "N", "O", "C", "C", "C", "C", "O", "C", "C", "N", "O", "O", "N", "O", "O", "H", "H"],
  "coordinates": [[0.65036, 0.95824, -2.67080], [-2.68359, -2.46116, 2.28805], [-1.59040, -0.68859, 2.68673], [-2.50175, 0.58965, 3.59972], [-3.74287, 0.98005, 3.12817], [-4.51096, 1.94433, 3.77943], [-3.99821, 2.53655, 4.93509], [-2.76238, 2.16665, 5.41369], [-1.96787, 1.22964, 4.73243], [-0.10557, -1.02977, 3.67662], [-0.25691, -1.77583, 4.87532], [0.87957, -2.07284, 5.62932], [2.12788, -1.69988, 5.15960], [2.25323, -0.90921, 4.03223], [1.14937, -0.60706, 3.27107], [-0.96860, 0.18605, 1.22818], [-0.82031, -0.20553, -0.11948], [-0.24218, 0.85071, -0.66922], [-0.03809, 1.79293, 0.19627], [-0.44447, 1.39899, 1.36452], [-1.31336, -1.49513, -1.27620], [-1.26491, -0.50278, -3.21777], [-0.21192, -2.89050, -1.12215], [0.31951, -3.47064, -2.26675], [1.28942, -4.49014, -2.15556], [1.67501, -4.87482, -0.87792], [1.10632, -4.31251, 0.25037], [0.18527, -3.30842, 0.14652], [-3.02963, -1.99174, -1.02178], [-4.01591, -1.03646, -0.80278], [-5.33094, -1.43124, -0.65937], [-5.62253, -2.80728, -0.69586], [-4.65622, -3.75428, -0.97189], [-3.35018, -3.33631, -1.11487], [-4.18522, 0.52056, 2.24249], [-5.50801, 2.16253, 3.41880], [-4.59977, 3.27514, 5.42811], [-2.35445, 2.70246, 6.25809], [-1.01544, 0.93582, 5.13114], [-1.24487, -2.13105, 5.17304], [0.76588, -2.68948, 6.50424], [3.00342, -2.00365, 5.67798], [3.25038, -0.61660, 3.68669], [1.22482, 0.03105, 2.41330], [0.04658, -3.09036, -3.22319], [1.71353, -4.95001, -3.04552], [2.34924, -5.72247, -0.75279], [1.41735, -4.60771, 1.25303], [-0.31347, -2.89778, 1.00921], [-3.77082, 0.02344, -0.74733], [-6.07727, -0.67692, -0.46711], [-6.59840, -3.16224, -0.43330], [-4.93652, -4.78848, -1.04145], [-2.56756, -4.05552, -1.32014], [-2.48651, 7.16983, -5.01220], [-2.00210, 6.26642, -4.50331], [-1.38280, 5.06336, -3.95397], [-2.11281, 4.12298, -3.25752], [-1.48124, 2.95622, -2.86912], [-0.21346, 2.73461, -3.20615], [0.52505, 3.67667, -3.81133], [-0.05100, 4.85200, -4.24098], [-3.17831, 4.30179, -3.01857], [-1.99799, 2.17044, -2.36587], [1.54515, 3.36125, -3.97132], [0.48320, 5.58806, -4.82129], [8.21505, 0.38406, -1.28339], [7.18674, -0.09241, -0.86622], [7.13780, -1.01347, -0.08669], [5.92000, 0.51725, -1.24665], [4.76355, -0.10584, -0.84774], [3.56876, 0.38037, -1.30512], [3.50640, 1.54277, -2.18662], [2.38257, 2.04333, -2.55367], [4.75060, 2.03295, -2.63407], [5.92381, 1.52237, -2.14859], [4.75433, 3.08496, -3.67858], [3.67556, 3.42460, -4.13386], [5.79087, 3.53592, -4.08423], [2.38816, -0.37410, -1.00526], [2.31170, -1.14300, 0.00331], [1.61740, -0.67064, -2.09923], [4.79675, -0.98023, -0.19366], [6.85725, 1.90711, -2.53434]],
  "gap_ev": [6.56, 6.22],
  "homo_energy_ha": [-0.2860, -0.3035],
  "total_charge": 0,
  "spin_multiplicity": 3
}